ORCA calculation (ωB97M-V with the def2-TZVPD basis set) on a structure of composition C16H32BBeCl4F11N3NaO7P2S.

CARTESIAN COORDINATES (ANGSTROEM)
1 N -8.88 2.47 -6.43
2 C -7.94 3.31 -6.46
3 C -7.53 4.17 -5.27
4 N -6.12 3.91 -4.89
5 N -5.41 3.19 -5.74
6 C -4.17 2.97 -5.40
7 C -3.56 3.47 -4.26
8 C -4.34 4.20 -3.41
9 C -5.67 4.41 -3.75
10 P -6.70 5.37 -2.56
11 O -5.93 5.69 -1.35
12 H -9.28 2.47 -5.48
13 H -7.39 3.47 -7.38
14 H -8.19 3.97 -4.44
15 H -7.59 5.20 -5.63
16 H -3.57 2.38 -6.07
17 H -2.53 3.24 -4.04
18 H -3.92 4.61 -2.50
19 H -7.26 6.46 -3.25
20 H -7.77 4.50 -2.26
21 F -2.22 4.10 -6.47
22 F -1.85 2.14 -0.15
23 P -0.83 1.93 -1.41
24 F 0.56 2.76 -1.67
25 F -1.51 0.47 -1.61
26 F 0.17 1.22 -0.33
27 F -1.57 3.33 -1.85
28 F -0.77 1.68 -3.16
29 C -1.34 -0.13 2.47
30 C -0.43 -1.33 2.26
31 C -0.22 -2.17 3.52
32 C 0.46 -1.44 4.67
33 C 1.83 -0.85 4.34
34 C 2.84 -1.91 3.94
35 H -0.94 0.58 3.19
36 H -1.48 0.40 1.53
37 H -2.34 -0.46 2.83
38 H 0.52 -0.99 1.86
39 H -0.87 -1.97 1.48
40 H 0.36 -3.05 3.25
41 H -1.19 -2.54 3.87
42 H 0.57 -2.14 5.50
43 H -0.19 -0.64 5.04
44 H 2.19 -0.31 5.22
45 H 1.74 -0.10 3.54
46 H 2.97 -2.63 4.74
47 H 3.81 -1.45 3.74
48 H 2.54 -2.44 3.04
49 O -3.25 -2.48 1.34
50 H -3.24 -1.50 1.36
51 H -2.34 -2.83 1.07
52 H -3.95 -2.83 0.76
53 Be 0.26 2.11 -4.56
54 C 6.81 -3.42 3.34
55 Cl 7.15 -1.69 3.52
56 Cl 6.00 -4.01 4.77
57 Cl 5.78 -3.66 1.91
58 Cl 8.34 -4.29 3.10
59 B 3.83 -2.94 7.64
60 F 2.56 -2.89 7.01
61 F 4.38 -4.23 7.48
62 F 4.68 -1.99 7.03
63 F 3.69 -2.64 9.00
64 O 1.51 -3.27 -1.27
65 S 1.09 -4.13 -0.13
66 O 1.29 -5.54 -0.49
67 O -0.33 -3.89 0.19
68 O 1.92 -3.82 1.04
69 C 7.77 -0.58 -2.57
70 C 7.01 -1.37 -1.53
71 O 6.72 -2.53 -1.71
72 C 6.62 -0.64 -0.27
73 H 7.98 -1.23 -3.43
74 H 7.18 0.27 -2.91
75 H 8.71 -0.23 -2.15
76 H 5.98 0.21 -0.51
77 H 7.52 -0.29 0.24
78 H 6.09 -1.31 0.39
79 Na 3.18 -3.88 -2.49

Results
- Kohn-Sham gap: 1.70 eV
- M: 866.07 g/mol
- Energy relative to the best compared isomer or geometry (same formula, charge and spin): 0.0 kJ/mol
- E_tot: -5541.79376 a.u.
- HOMO level: -8.24 eV